Record 1
DFT (wB97M-V/def2-TZVPD) results for a structure of composition C39H48BrN3O5PbS2.

Geometry as XYZ:
```
99
Properties=species:S:1:pos:R:3:forces:R:3:lowdin_charge:R:1
Pb 0.32300 -0.70534 -0.99508 -0.127 -0.244 0.147 1.598
C -1.88067 -1.65279 -2.57954 0.011 -0.010 -0.003 -0.305
C -0.90530 -1.10604 -3.42040 0.010 0.001 -0.092 -0.337
C 0.29303 -1.87946 -3.27186 -0.046 -0.080 -0.225 -0.370
C -0.00181 -2.96042 -2.38413 0.100 0.095 -0.008 -0.337
C -1.31680 -2.78716 -1.91738 -0.038 0.010 -0.002 -0.309
C -2.06194 -3.72194 -1.01082 0.015 0.019 -0.008 -0.044
C 0.89763 -4.13227 -2.14314 -0.026 0.010 0.040 -0.030
C 1.48556 -1.80793 -4.18195 0.063 0.048 0.113 -0.039
C -1.08802 -0.00529 -4.42277 0.013 0.007 0.053 -0.037
C -3.31041 -1.22074 -2.47020 -0.012 0.002 0.043 -0.035
H -2.67313 -4.42667 -1.58319 -0.005 -0.005 0.013 0.084
H -2.73494 -3.18732 -0.33708 -0.004 0.001 0.003 0.069
H -1.37759 -4.31167 -0.39874 0.001 -0.001 0.000 0.065
H 1.94762 -3.84928 -2.21517 -0.005 -0.011 -0.022 0.071
H 0.71161 -4.91106 -2.88963 0.005 -0.004 -0.001 0.091
H 0.74238 -4.57081 -1.15745 -0.006 -0.007 -0.005 0.067
H 2.40557 -2.08896 -3.66683 -0.004 0.006 0.005 0.071
H 1.62454 -0.79922 -4.57505 0.001 -0.001 -0.001 0.070
H 1.36055 -2.47926 -5.03763 0.005 0.011 -0.010 0.086
H -0.26968 0.71666 -4.40020 0.009 -0.007 -0.003 0.055
H -2.01021 0.54645 -4.24489 0.003 0.018 0.013 0.061
H -1.12961 -0.41112 -5.43848 -0.019 0.010 -0.001 0.086
H -3.70111 -1.35937 -1.45970 0.000 0.025 -0.010 0.068
H -3.94869 -1.80197 -3.14330 -0.008 -0.002 0.009 0.087
H -3.43322 -0.16982 -2.73016 -0.011 0.039 0.029 0.057
O -1.38912 1.70600 1.63513 -0.036 -0.021 0.036 -0.511
S 0.02906 2.16667 1.68940 -0.121 0.066 -0.011 0.933
C -0.01169 3.97564 1.55969 0.193 -0.017 -0.007 -0.315
C -0.54657 4.38116 0.19385 0.014 0.015 -0.084 -0.249
C -2.07078 4.43410 0.15618 -0.022 0.019 0.044 -0.232
C -2.60455 4.65994 -1.25052 0.053 0.113 -0.074 -0.321
S -2.88233 3.11204 -2.14918 -0.089 -0.045 -0.016 0.974
O -1.71591 2.22717 -1.86124 -0.010 -0.055 -0.019 -0.544
C -4.22730 2.55311 -1.10695 -0.090 -0.094 -0.053 -0.394
C -5.47605 3.15513 -1.20847 -0.001 -0.059 -0.057 -0.092
C -6.50539 2.71509 -0.39416 -0.008 -0.015 0.019 -0.080
C -6.28342 1.67740 0.50604 -0.005 0.033 -0.010 -0.079
C -5.03828 1.07445 0.58203 0.022 0.003 -0.008 -0.057
C -3.99880 1.50854 -0.23248 0.063 -0.049 0.059 -0.088
C 0.51968 2.11265 3.41423 0.040 -0.084 -0.026 -0.392
C 1.85142 2.28136 3.76259 0.009 0.044 -0.023 -0.086
C 2.22297 2.17585 5.09425 -0.004 -0.001 -0.006 -0.083
C 1.26782 1.88566 6.06109 -0.010 0.006 -0.001 -0.088
C -0.05882 1.70388 5.69640 0.005 -0.008 0.003 -0.074
C -0.43869 1.81271 4.36496 -0.001 0.030 0.012 -0.069
H 1.03322 4.27672 1.67827 -0.039 0.036 0.061 0.093
H -0.59933 4.39064 2.38121 -0.014 -0.040 0.017 0.106
H -0.18384 3.67803 -0.56267 -0.028 0.018 0.021 0.084
H -0.15236 5.36762 -0.06937 0.037 -0.005 -0.003 0.117
H -2.40949 5.25171 0.79838 -0.030 -0.019 0.020 0.123
H -2.48022 3.51035 0.57152 0.044 0.074 0.016 0.087
H -1.90659 5.23387 -1.86575 0.004 0.019 0.005 0.090
H -3.56624 5.17543 -1.27035 0.008 0.007 0.017 0.085
H -5.65004 3.94880 -1.92640 0.012 0.015 0.003 0.109
H -7.48296 3.17355 -0.46550 0.001 0.009 0.009 0.104
H -7.08716 1.34236 1.14856 -0.012 -0.018 -0.016 0.103
H -4.86660 0.26730 1.28208 0.012 0.000 0.002 0.110
H -3.01021 1.06921 -0.17824 -0.007 0.004 0.027 0.092
H 2.59478 2.48048 2.99849 -0.002 -0.033 -0.009 0.113
H 3.25998 2.30517 5.37672 -0.004 0.006 0.000 0.103
H 1.56179 1.79318 7.09867 -0.003 -0.001 -0.001 0.101
H -0.79984 1.46703 6.44915 0.001 0.004 0.003 0.104
H -1.46141 1.65716 4.04476 0.002 -0.017 -0.003 0.107
Br 5.40264 -7.07083 3.34962 -0.001 -0.003 -0.011 0.715
C 4.62344 -5.72037 2.26642 -0.001 -0.009 0.010 -0.696
C 3.24467 -5.58164 2.24751 0.002 0.007 -0.013 -0.128
C 2.68475 -4.57860 1.47045 -0.001 0.002 0.013 -0.032
C 3.48716 -3.73342 0.71268 -0.011 0.029 0.028 -0.124
C 4.86423 -3.90784 0.73153 0.025 -0.016 -0.014 -0.012
C 5.44348 -4.89675 1.51384 -0.010 -0.001 -0.016 -0.122
C 2.87974 -2.62096 -0.12026 0.020 -0.023 -0.106 -0.636
O 3.58212 -2.04927 -0.95816 -0.011 0.029 0.020 0.003
O 1.65600 -2.37243 0.12859 -0.052 0.025 0.073 -0.218
H 2.62394 -6.25135 2.82720 -0.001 0.006 0.006 0.097
H 1.61124 -4.44236 1.43930 0.003 0.004 0.001 0.107
H 5.47342 -3.25609 0.11918 -0.006 0.006 0.004 0.118
H 6.51598 -5.03203 1.53470 0.001 0.006 0.009 0.099
C 1.24461 2.82530 -3.03984 0.032 -0.052 -0.004 -0.011
C 2.32026 2.24688 -2.18817 -0.063 0.059 0.036 -0.393
N 2.21755 1.20934 -1.38798 0.123 -0.064 -0.047 0.015
C 3.45429 1.03964 -0.79711 -0.038 0.017 -0.014 -0.133
C 4.30742 1.99434 -1.24350 0.010 0.002 -0.005 -0.084
N 3.57349 2.75731 -2.12933 0.018 0.011 0.022 0.092
H 0.28733 2.37009 -2.79149 0.026 0.007 0.002 0.036
H 1.45126 2.66042 -4.09909 0.004 -0.002 -0.011 0.085
H 1.15844 3.90151 -2.87581 0.003 0.014 -0.011 0.082
H 3.64640 0.21557 -0.13302 0.006 0.003 -0.001 0.095
H 5.34527 2.18599 -1.03895 -0.004 0.009 0.000 0.106
H 3.90561 3.54727 -2.65293 0.002 0.003 0.001 0.154
C -0.58754 -2.32229 2.40927 0.000 0.007 0.025 0.009
C 0.64825 -1.49215 2.63198 -0.002 0.020 -0.068 -0.588
N 1.51943 -1.92862 3.57185 0.011 -0.014 0.031 0.191
O 0.84958 -0.46504 2.00345 0.010 0.062 0.064 -0.099
H -0.73140 -3.09351 3.16527 -0.009 0.002 -0.003 0.081
H -0.49106 -2.79041 1.42814 0.002 -0.009 -0.006 0.060
H -1.44957 -1.65621 2.38917 0.003 -0.002 -0.002 0.091
H 1.44170 -2.85148 3.95874 0.001 -0.009 -0.013 0.098
H 2.41081 -1.46435 3.62913 0.000 0.002 -0.019 0.115
```
Forces are in eV/Å.

Calculated values
HOMO energy ... -7.01 eV

---

Record 2
DFT (wB97M-V/def2-TZVPD) results for a structure of composition C39H48N4P3PdS2.

Geometry as XYZ:
```
97
Properties=species:S:1:pos:R:3:forces:R:3:lowdin_charge:R:1
Pd 1.45329 0.78867 -0.07050 -0.030 0.295 -0.332 0.382
C 1.61595 5.73764 0.49350 0.031 -0.058 0.042 -0.102
C 2.20287 4.34922 0.18063 -0.077 -0.062 0.035 -0.484
C 3.33304 4.07562 1.17725 0.014 0.076 -0.084 -0.155
P 0.87943 3.03592 -0.02339 -0.074 0.537 0.169 1.008
C 0.28113 3.34231 -1.76465 -0.113 -0.179 0.089 -0.517
C 0.07258 4.78861 -2.21581 0.144 -0.012 0.040 -0.092
C 1.20541 2.61377 -2.74681 0.009 0.089 -0.019 -0.117
C -0.46280 3.38144 1.20241 0.128 0.019 -0.052 -0.524
C -1.42151 4.54252 0.94858 0.023 0.050 -0.017 -0.086
C 0.13500 3.41523 2.61341 0.029 0.021 -0.004 -0.102
H 2.40276 6.47903 0.34522 0.013 -0.023 -0.017 0.094
H 1.30734 5.80605 1.53719 0.021 0.006 -0.066 0.072
H 0.77903 6.02002 -0.13308 -0.008 0.012 -0.030 0.045
H 2.63284 4.39292 -0.82536 0.050 -0.047 0.011 0.102
H 2.97130 3.73971 2.14815 -0.015 -0.015 -0.013 0.066
H 3.87874 5.00851 1.33222 -0.029 -0.002 0.036 0.088
H 4.05938 3.36187 0.80434 -0.019 -0.022 -0.028 -0.011
H -0.69880 2.85930 -1.80390 0.143 0.038 0.063 0.063
H 1.01352 5.33956 -2.27705 -0.056 -0.002 0.013 0.083
H -0.61966 5.33211 -1.57914 -0.013 0.069 0.009 0.060
H -0.35489 4.76541 -3.22021 0.018 -0.006 0.011 0.090
H 2.22887 2.99841 -2.70676 -0.040 -0.025 0.005 0.083
H 0.84048 2.75787 -3.76560 0.009 0.020 0.022 0.091
H 1.23649 1.54235 -2.55487 0.051 -0.074 -0.029 0.030
H -1.05749 2.47375 1.14287 -0.113 -0.187 -0.008 0.045
H -0.92872 5.51307 0.99043 -0.098 -0.076 0.014 0.066
H -2.18859 4.52709 1.72742 0.012 0.012 -0.030 0.093
H -1.92679 4.44363 -0.01314 0.016 0.024 0.015 0.062
H 0.61708 4.37138 2.82000 -0.029 -0.062 0.010 0.070
H 0.87680 2.62577 2.76106 -0.051 0.015 0.029 0.062
H -0.66106 3.27749 3.34795 0.036 -0.008 -0.014 0.090
C -0.84994 -1.65834 -0.84963 0.051 0.075 0.292 -0.473
P -0.73723 0.08653 -0.26968 -0.533 -0.496 -0.247 0.944
C -1.53441 -0.01322 1.36599 0.164 0.086 -0.004 -0.385
C -0.72649 0.10128 2.49800 -0.162 0.049 -0.093 -0.137
C -1.26692 -0.05394 3.76616 -0.002 0.004 0.006 -0.064
C -2.61789 -0.33540 3.90809 0.031 0.040 -0.010 -0.065
C -3.42048 -0.48230 2.78409 -0.130 0.041 0.005 -0.069
C -2.88578 -0.33232 1.51551 0.098 0.134 -0.058 -0.086
C -1.89151 0.89034 -1.42468 0.005 0.264 0.172 -0.372
C -2.86322 1.81362 -1.03027 0.034 -0.207 -0.030 -0.106
C -3.61281 2.48836 -1.98290 -0.010 0.022 0.025 -0.062
C -3.39307 2.26120 -3.33382 0.002 0.019 -0.051 -0.058
C -2.43258 1.34235 -3.73535 0.014 -0.026 0.022 -0.054
C -1.68667 0.66139 -2.78559 0.052 -0.065 -0.045 -0.101
P -0.26735 -2.84992 0.45969 0.053 -0.031 -0.085 1.022
C -1.88092 -3.42012 1.11967 0.102 -0.024 -0.025 -0.409
C -2.91495 -3.87550 0.30030 -0.009 -0.032 0.038 -0.095
C -4.11423 -4.29260 0.85341 -0.023 -0.008 -0.069 -0.067
C -4.29086 -4.26895 2.23329 0.006 0.011 0.028 -0.072
C -3.26602 -3.82808 3.05504 0.008 -0.020 0.018 -0.083
C -2.06609 -3.40077 2.49875 0.086 -0.097 -0.074 -0.121
C 0.27316 -4.29214 -0.53899 0.032 -0.122 0.060 -0.378
C 1.01916 -4.18291 -1.71571 -0.109 0.004 0.148 -0.105
C 1.55411 -5.31093 -2.32484 -0.001 0.045 -0.028 -0.073
C 1.36042 -6.56425 -1.76499 0.035 -0.050 -0.021 -0.079
C 0.62983 -6.68636 -0.59129 -0.024 -0.020 0.055 -0.076
C 0.09507 -5.56240 0.02044 0.022 0.054 -0.081 -0.104
H -0.26249 -1.75489 -1.75202 0.195 -0.071 -0.126 0.019
H -1.89131 -1.86919 -1.09363 -0.065 0.146 -0.007 0.059
H 0.32619 0.31943 2.37516 0.071 0.035 0.046 0.052
H -0.63454 0.04898 4.63960 -0.014 -0.012 -0.028 0.115
H -3.04366 -0.45244 4.89667 -0.008 0.000 -0.022 0.115
H -4.46858 -0.73163 2.89615 0.042 0.013 -0.013 0.118
H -3.51465 -0.47706 0.64628 -0.036 0.025 -0.030 0.119
H -3.05225 1.99774 0.01704 0.029 0.021 0.123 0.101
H -4.37121 3.19402 -1.66764 0.016 -0.015 0.000 0.115
H -3.97366 2.79498 -4.07587 0.009 -0.019 0.031 0.114
H -2.26259 1.15423 -4.78786 0.001 0.006 0.028 0.117
H -0.92868 -0.04205 -3.11232 -0.012 0.029 -0.020 0.111
H -2.77223 -3.92672 -0.77438 -0.022 -0.003 0.022 0.113
H -4.91002 -4.65070 0.21135 0.026 0.015 0.023 0.109
H -5.22755 -4.60226 2.66287 0.030 0.005 -0.006 0.108
H -3.39908 -3.81286 4.12991 0.002 0.000 -0.019 0.110
H -1.26717 -3.03844 3.13779 -0.035 -0.035 -0.022 0.100
H 1.19251 -3.21685 -2.16687 0.000 0.049 -0.033 0.068
H 2.12090 -5.20132 -3.24191 -0.022 -0.008 0.032 0.111
H 1.77631 -7.44383 -2.24078 -0.019 0.036 0.012 0.108
H 0.47223 -7.66212 -0.14723 0.006 0.036 -0.026 0.108
H -0.47403 -5.67389 0.93634 -0.001 -0.012 -0.013 0.103
N 2.03614 -0.90582 -1.17078 -0.214 -0.068 0.261 0.010
C 2.80954 -1.20986 -1.99785 0.506 -0.276 -0.436 -0.381
N 3.72273 -1.65783 -2.77973 -0.497 0.245 0.084 0.077
C 3.50139 -1.57125 -4.10265 -0.001 0.060 0.074 -0.384
N 3.34064 -1.50624 -5.24558 0.065 -0.064 0.229 0.109
S 3.67225 0.99320 0.87584 0.053 -0.130 -0.230 0.631
C 3.75484 -0.72099 1.00583 0.079 0.002 -0.047 -1.093
N 4.59808 -1.51066 0.38459 0.218 0.270 0.009 -0.014
C 4.28184 -2.93688 0.40317 0.049 -0.075 -0.046 -0.186
C 3.43327 -3.15710 1.64337 -0.041 -0.068 0.234 -0.361
S 2.62442 -1.55669 1.95931 -0.064 -0.155 0.345 0.927
H 5.23247 -1.12540 -0.30331 -0.051 0.006 -0.051 0.154
H 5.19003 -3.53291 0.42267 0.056 0.013 0.008 0.134
H 3.72462 -3.17181 -0.49964 -0.071 -0.081 -0.184 0.099
H 4.04206 -3.38835 2.51625 -0.037 -0.058 -0.008 0.086
H 2.68591 -3.93540 1.49679 -0.015 0.064 -0.010 0.075
```
Forces are in eV/Å.

Calculated values
HOMO energy ... -10.59 eV
Net charge ... +1

---

Relative energy (zero: lowest compared OMol25 entry of this formula, charge and spin) / eV: 0.242, 0.000
Gap between HOMO and LUMO / eV: 7.36, 6.86
E_LUMO / eV: 0.3473, -3.7324